[1]
A structure of composition C31H26BrFMoN6O4S in a non-equilibrium geometry. Source: OMol25; level of theory: ωB97M-V with the def2-TZVPD basis set.

Charge ... +2
Multiplicity ... 3
F_max ... 3.18 eV/Å
E_tot ... -4966.30882 a.u.
Orbital gap (alpha / beta) ... 0.2471 / 0.2518 Eh
LUMO level (alpha / beta) ... -6.22 / -6.57 eV

CARTESIAN COORDINATES (ANGSTROEM)
Mo: 0.156 0.259 0.022
Br: 4.236 -5.818 0.757
C: 3.005 -4.380 0.866
C: 1.644 -4.663 1.058
C: 0.733 -3.638 1.106
C: 1.143 -2.303 0.945
O: 0.272 -1.332 0.921
C: 2.535 -2.008 0.810
C: 2.954 -0.659 0.945
N: 2.109 0.342 0.895
C: 2.388 1.562 1.503
C: 3.622 2.127 1.791
C: 3.681 3.336 2.491
C: 2.545 3.945 2.968
C: 1.273 3.384 2.716
C: 0.056 3.933 3.167
C: -1.119 3.280 2.860
C: -1.098 2.126 2.085
N: 0.028 1.599 1.595
C: 1.204 2.204 1.933
C: 3.449 -3.080 0.762
H: 1.318 -5.686 1.163
H: -0.317 -3.829 1.266
H: 3.981 -0.485 1.257
H: 4.540 1.660 1.472
H: 4.645 3.786 2.673
H: 2.603 4.854 3.543
H: 0.059 4.837 3.755
H: -2.065 3.667 3.202
H: -2.017 1.608 1.832
H: 4.502 -2.883 0.636
N: -0.119 -1.844 -1.733
N: -1.284 -2.592 -1.465
C: -2.340 -2.163 -0.742
N: -3.436 -2.923 -0.777
S: -2.393 -0.790 0.245
H: -0.191 -1.415 -2.671
H: 0.678 -2.482 -1.713
H: -1.451 -3.398 -2.068
H: -3.535 -3.731 -1.373
H: -4.231 -2.658 -0.214
C: -1.054 6.000 -5.126
C: 0.204 5.153 -5.311
C: 1.460 5.969 -5.600
C: 1.754 6.921 -4.447
C: 1.747 6.188 -3.142
C: 2.349 6.736 -2.028
C: 2.411 6.021 -0.834
F: 2.975 6.588 0.233
C: 1.934 4.736 -0.742
C: 1.300 4.164 -1.852
C: 0.788 2.814 -1.770
O: 1.068 2.069 -0.773
C: 0.011 2.377 -2.875
C: -0.130 3.172 -3.992
N: 0.434 4.369 -4.095
C: 1.150 4.910 -3.047
C: -0.585 1.024 -2.758
O: -0.797 0.267 -3.684
O: -0.815 0.695 -1.515
H: -1.164 6.689 -5.958
H: -1.005 6.571 -4.203
H: -1.939 5.371 -5.092
H: 0.043 4.444 -6.130
H: 1.327 6.521 -6.529
H: 2.301 5.282 -5.729
H: 1.026 7.734 -4.424
H: 2.734 7.375 -4.592
H: 2.794 7.719 -2.065
H: 2.030 4.164 0.165
H: -0.730 2.825 -4.823

[2]
A structure of composition C31H62P2Si2Ti in a non-equilibrium geometry. Source: OMol25; level of theory: ωB97M-V with the def2-TZVPD basis set.

Charge ... +2
Multiplicity ... 1
F_max ... 3.67 eV/Å
E_tot ... -3329.07553 a.u.
Orbital gap (alpha / beta) ... 0.2457 / 0.2457 Eh
LUMO level (alpha / beta) ... -7.13 / -7.13 eV

CARTESIAN COORDINATES (ANGSTROEM)
Ti: 0.080 0.395 1.120
C: 1.483 1.882 2.024
C: 0.274 2.574 1.600
C: -0.243 1.271 3.467
C: 1.149 1.108 3.198
C: -0.805 2.113 2.450
C: 2.871 2.178 1.561
H: 2.862 2.847 0.696
H: 3.426 1.272 1.290
H: 3.428 2.674 2.371
C: 2.103 0.534 4.190
H: 3.143 0.735 3.902
H: 1.969 -0.552 4.317
H: 1.927 1.002 5.171
C: -0.900 0.935 4.754
H: -0.473 1.538 5.575
H: -0.749 -0.119 5.014
H: -1.976 1.139 4.720
C: -2.165 2.710 2.541
H: -2.259 3.299 3.468
H: -2.943 1.935 2.571
H: -2.366 3.376 1.697
C: 0.205 3.818 0.781
H: 0.170 4.706 1.436
H: -0.703 3.836 0.166
H: 1.077 3.922 0.129
C: 1.307 -0.117 -5.023
C: 1.784 1.141 -5.013
C: 1.341 2.193 -5.988
C: -0.181 2.278 -6.278
C: -1.067 1.959 -5.111
C: -1.562 0.743 -4.845
C: -1.164 -0.521 -5.561
C: 0.310 -0.611 -6.023
H: 1.864 2.057 -6.954
H: -0.429 1.660 -7.154
H: 1.662 3.178 -5.614
H: 0.430 -0.107 -6.993
H: 1.732 -0.891 -4.380
H: 2.659 1.406 -4.408
H: 0.531 -1.676 -6.213
H: -1.360 -1.375 -4.894
H: -2.383 0.639 -4.122
H: -1.812 -0.671 -6.444
H: -0.388 3.319 -6.583
H: -1.396 2.830 -4.536
P: 1.011 0.402 -1.261
P: -2.116 0.338 -0.244
C: -0.307 -0.353 -2.335
C: -1.664 -0.688 -1.709
H: 0.113 -1.254 -2.813
H: -0.418 0.379 -3.149
H: -2.466 -0.575 -2.461
H: -1.679 -1.746 -1.392
C: -3.666 -0.395 0.337
H: -3.932 0.020 1.316
H: -3.552 -1.480 0.438
H: -4.480 -0.184 -0.371
C: -2.622 1.970 -0.918
H: -3.311 1.839 -1.766
H: -1.753 2.557 -1.249
H: -3.140 2.532 -0.125
C: 2.514 -0.494 -1.748
H: 3.369 -0.055 -1.216
H: 2.706 -0.417 -2.828
H: 2.428 -1.552 -1.475
C: 1.285 2.088 -1.915
H: 0.435 2.751 -1.723
H: 1.465 2.086 -2.996
H: 2.173 2.512 -1.431
C: 1.260 -3.721 0.355
Si: 1.491 -2.590 1.832
C: 1.984 -3.697 3.292
C: 3.028 -1.544 1.599
C: -0.110 -1.581 1.948
Si: -1.188 -2.405 3.299
C: -0.533 -2.542 5.074
C: -2.849 -1.544 3.411
C: -1.567 -4.183 2.789
H: 2.103 -4.424 0.313
H: 1.231 -3.153 -0.582
H: 0.333 -4.302 0.434
H: 2.913 -4.201 2.981
H: 2.224 -3.133 4.203
H: 1.267 -4.483 3.555
H: 3.211 -1.288 0.551
H: 3.023 -0.622 2.187
H: 3.879 -2.149 1.948
H: -0.650 -1.682 0.964
H: -1.078 -1.876 5.757
H: -0.748 -3.565 5.424
H: 0.541 -2.369 5.218
H: -3.536 -1.931 2.647
H: -3.299 -1.751 4.394
H: -2.765 -0.458 3.292
H: -1.904 -4.227 1.744
H: -0.728 -4.878 2.910
H: -2.389 -4.540 3.423

[3]
A cluster of 2 separate species, C3H9N2O2P in total in a non-equilibrium geometry. Source: OMol25; level of theory: ωB97M-V with the def2-TZVPD basis set.

Multiplicity ... 1
F_max ... 5.02 eV/Å
E_tot ... -720.93189 a.u.
Orbital gap ... 0.3019 Eh
LUMO level ... -1.41 eV

CARTESIAN COORDINATES (ANGSTROEM)
C: 0.165 0.452 -1.560
C: 1.307 -0.138 0.592
C: 0.072 0.362 -0.052
N: -1.377 -0.258 2.096
N: -3.436 0.192 -1.316
O: -2.904 0.964 -0.516
O: -1.793 -1.825 0.002
P: -1.333 -0.567 0.590
H: 0.097 -0.494 -2.064
H: -0.643 1.079 -1.825
H: 1.112 0.874 -1.781
H: 1.272 -1.316 0.714
H: 1.556 -0.053 1.667
H: 2.103 -0.003 -0.087
H: -0.250 1.316 0.388
H: -1.988 -0.771 2.645
H: -3.074 -0.872 -1.329

[4]
A cluster of 2 separate species, C3H7N2O3 in total in a non-equilibrium geometry. Source: OMol25; level of theory: ωB97M-V with the def2-TZVPD basis set.

Charge ... +1
Multiplicity ... 3
F_max ... 10.74 eV/Å
E_tot ... -453.16374 a.u.
Orbital gap (alpha / beta) ... 0.1885 / 0.2873 Eh
LUMO level (alpha / beta) ... -3.85 / -6.92 eV

CARTESIAN COORDINATES (ANGSTROEM)
C: 0.428 0.924 2.650
C: -0.033 0.150 -1.009
C: -1.280 -1.603 -1.779
N: 1.287 0.565 2.000
N: 0.857 1.029 -1.196
O: 2.035 0.367 1.025
O: -0.477 1.099 3.492
O: -0.489 -0.494 -2.011
H: -0.223 -0.229 -0.022
H: -1.473 -1.591 -0.639
H: -0.741 -2.554 -1.976
H: -2.152 -1.731 -2.383
H: -0.136 1.306 4.426
H: 0.936 1.351 -2.176
H: 1.461 1.410 -0.403

[5]
A structure of composition C2H9BO6P2S in a non-equilibrium geometry. Source: OMol25; level of theory: ωB97M-V with the def2-TZVPD basis set.

Multiplicity ... 1
F_max ... 3.03 eV/Å
E_tot ... -1639.06821 a.u.
Orbital gap ... 0.3268 Eh
LUMO level ... 0.12 eV

CARTESIAN COORDINATES (ANGSTROEM)
C: -1.853 2.752 -0.140
C: -1.425 1.928 -1.347
O: -0.756 0.721 -0.955
B: 0.561 0.830 -0.646
O: 1.216 2.048 -0.614
O: 1.348 -0.291 -0.376
P: 0.557 -1.543 0.219
O: -0.090 -1.223 1.483
O: -0.502 -2.093 -0.805
O: 1.646 -2.707 0.295
P: 1.968 -3.281 1.832
S: 2.511 -5.139 1.708
H: -2.605 3.484 -0.431
H: -1.003 3.305 0.257
H: -2.245 2.095 0.632
H: -2.349 1.608 -1.830
H: -0.888 2.516 -2.090
H: 1.343 2.332 -1.533
H: -1.332 -1.610 -0.653
H: 3.057 -2.550 2.340
H: 0.843 -3.182 2.654

[6]
A cluster of 2 separate species, C3H11N2 in total in a non-equilibrium geometry. Source: OMol25; level of theory: ωB97M-V with the def2-TZVPD basis set.

Multiplicity ... 2
F_max ... 3.75 eV/Å
E_tot ... -230.22051 a.u.
Orbital gap (alpha / beta) ... 0.0997 / 0.2688 Eh
LUMO level (alpha / beta) ... -0.09 / -0.20 eV

CARTESIAN COORDINATES (ANGSTROEM)
C: -1.338 2.186 -0.925
N: -1.143 0.760 -0.737
H: -1.503 2.726 0.000
H: -0.515 2.688 -1.444
H: -2.293 2.338 -1.426
H: -2.025 0.239 -0.809
H: -0.717 0.491 0.168
H: -0.366 0.445 -1.367
C: 0.565 -1.517 1.608
C: 1.988 -1.397 -0.236
N: 0.871 -0.984 0.292
H: 1.275 -1.143 2.343
H: 0.666 -2.603 1.610
H: -0.461 -1.311 1.896
H: 2.176 -1.000 -1.212
H: 2.819 -1.919 0.239